Entry from the OMol25 dataset: a cluster of 9 separate species, C34H63FO27 in total (ωB97M-V with the def2-TZVPD basis set).

```
125
Properties=species:S:1:pos:R:3:forces:R:3:lowdin_charge:R:1
C 8.8741 15.8755 -0.5290 -1.314 0.554 -0.327 -0.11
C 8.4388 16.5234 -1.8685 -3.142 -1.515 0.758 -0.17
O 9.4558 17.3389 -2.2464 2.224 1.031 -0.005 0.08
C 10.5673 16.9063 -1.6273 5.261 0.125 -1.646 -0.48
O 11.7488 17.1580 -1.9960 -5.049 -0.671 1.793 0.09
O 10.2730 16.0288 -0.6318 0.526 0.243 0.016 0.07
H 8.5127 14.8645 -0.3409 0.724 -0.422 -0.827 0.13
H 8.4374 16.3489 0.3504 0.511 0.877 0.025 0.12
H 7.5205 17.1067 -1.8013 0.023 0.038 0.270 0.13
H 8.2408 15.7810 -2.6416 0.236 -0.260 -0.053 0.13
C 10.5366 -3.2677 7.7195 -0.409 1.116 -0.277 -0.06
C 9.9326 -2.0503 6.9374 1.426 -0.832 1.345 -0.19
O 8.5206 -2.2376 6.7799 -0.538 -0.963 -0.996 0.03
C 7.6137 -1.3685 7.1996 1.737 3.742 1.115 -0.54
O 7.8561 -0.5560 8.1018 -1.148 -1.721 -1.404 0.09
O 6.5630 -1.2905 6.3544 0.822 -1.131 0.482 0.00
C 5.7222 -0.1631 6.4433 -0.742 1.176 -0.453 -0.06
H 11.5770 -3.1183 8.0082 0.183 0.314 -0.501 0.07
H 10.4849 -4.1632 7.1002 -0.293 -0.135 0.440 0.07
H 10.0473 -3.3072 8.6927 -0.417 -0.563 -0.230 0.08
H 10.4247 -1.9941 5.9664 -0.578 -0.051 -0.285 0.12
H 10.2267 -1.1476 7.4728 -0.742 0.161 0.063 0.12
H 4.8728 -0.2749 7.1172 0.332 -0.238 0.307 0.10
H 5.2962 0.0131 5.4556 0.028 -0.550 -0.156 0.09
H 6.2425 0.7757 6.6329 0.340 -0.325 0.550 0.10
C 13.3230 5.2007 5.3839 -1.893 1.318 0.077 -0.04
C 12.2678 6.3321 5.7635 1.538 0.174 -1.109 -0.18
O 11.1110 6.3377 4.8779 -1.157 -0.342 -1.229 -0.02
C 11.0838 6.8461 3.5791 3.002 1.850 0.373 -0.49
O 12.0336 7.4971 3.0826 -2.957 -2.194 1.186 0.07
O 9.8798 6.6180 3.0209 0.261 -1.377 1.407 -0.02
C 9.5965 7.0258 1.6833 1.170 0.513 -0.383 -0.03
H 12.9213 4.2301 5.6748 0.094 0.006 -0.041 0.07
H 14.2781 5.3784 5.8780 -0.072 0.052 -0.166 0.07
H 13.3796 5.2624 4.2971 0.518 -0.208 0.064 0.07
H 12.7091 7.3275 5.7122 0.324 -0.062 -0.348 0.11
H 11.9740 6.2563 6.8104 -0.836 -0.386 -0.351 0.11
H 10.5201 6.9088 1.1164 0.223 1.147 0.019 0.09
H 9.1492 8.0123 1.8056 0.433 0.140 -0.754 0.10
H 8.9535 6.4079 1.0566 -0.655 -0.629 1.256 0.09
C 5.2257 9.4144 7.5913 -0.696 1.041 0.838 -0.05
C 5.0561 10.8105 6.9315 0.201 -0.930 -2.332 -0.23
O 4.6562 11.8522 7.7722 0.267 0.755 1.989 0.03
C 4.6029 13.1294 7.3624 0.552 0.117 -3.583 -0.56
O 4.8960 13.5316 6.2157 -0.667 -0.976 3.040 0.08
O 4.1177 13.8332 8.3574 0.224 0.857 0.622 0.01
C 3.6643 15.2009 8.2207 -0.797 -0.071 0.618 -0.01
H 4.3345 8.9008 7.9520 -0.400 0.317 -0.363 0.07
H 5.7754 9.5971 8.5146 0.459 -0.160 -0.091 0.07
H 5.7592 8.7073 6.9560 0.110 0.385 -0.098 0.08
H 4.3597 10.9179 6.0999 -0.248 -0.998 -0.195 0.12
H 6.0072 10.9729 6.4244 0.316 0.662 0.399 0.12
H 3.9306 15.7922 9.0968 0.766 -0.436 0.075 0.09
H 2.5878 15.1140 8.3677 -0.153 0.174 -0.720 0.09
H 3.9485 15.7750 7.3388 0.074 -0.739 -0.204 0.10
C 19.4604 5.0051 12.5064 -0.674 0.762 0.369 -0.07
C 20.5229 6.0910 12.4739 0.515 -1.638 -0.633 -0.23
O 20.0531 7.3152 13.0263 0.866 0.550 -1.028 0.03
C 19.6076 8.2434 12.1657 -3.843 -0.676 -0.321 -0.48
O 19.2218 8.0212 11.0037 1.816 1.397 2.979 0.09
O 19.2686 9.3052 13.0096 0.666 -1.561 -1.570 -0.03
C 18.3570 10.2884 12.5679 -0.019 1.414 -0.183 -0.07
H 19.1926 4.8635 13.5535 -0.160 -0.618 -0.125 0.08
H 19.7204 4.0992 11.9589 0.483 -0.064 0.486 0.08
H 18.5738 5.3526 11.9761 -0.097 0.262 0.088 0.08
H 20.8637 6.0832 11.4385 0.045 1.149 -0.037 0.12
H 21.3879 5.8109 13.0750 -0.102 0.044 0.128 0.12
H 17.3648 10.2610 13.0183 0.007 -0.931 0.208 0.09
H 18.2163 10.3586 11.4893 0.367 -0.257 0.017 0.09
H 18.7620 11.2208 12.9613 0.122 0.167 -0.377 0.09
C 12.8552 14.1514 7.7828 -0.805 -0.485 0.241 -0.04
C 11.5230 14.2983 8.5707 -0.218 -0.068 -3.044 -0.28
O 11.6848 14.2881 9.9105 1.822 1.839 4.520 0.01
C 12.1381 15.4664 10.5155 -1.597 0.796 0.471 -0.49
O 12.1677 16.5719 10.0145 0.474 -1.683 0.030 0.12
O 12.2948 15.2416 11.8495 -0.166 -0.678 -0.186 -0.01
C 12.8414 16.2559 12.7143 0.917 0.786 -0.246 -0.04
H 13.5626 14.8920 8.1559 -0.085 0.214 -0.424 0.07
H 12.6452 14.2135 6.7151 0.112 0.623 -0.003 0.07
H 13.3447 13.1805 7.8589 -0.241 -0.180 0.557 0.07
H 10.7853 13.5113 8.4141 0.376 -0.384 -0.447 0.13
H 10.9917 15.1916 8.2421 0.262 0.367 -0.011 0.12
H 12.5413 17.2781 12.4836 0.048 -0.197 -0.723 0.09
H 13.9266 16.1545 12.7157 0.088 0.250 -0.515 0.09
H 12.6378 16.2038 13.7839 -0.990 -1.205 -0.221 0.09
C 10.7872 8.8087 14.5348 0.774 0.355 -0.884 -0.07
C 10.8585 8.5274 16.0339 -2.044 -1.280 -0.397 -0.23
O 12.1484 8.1417 16.4378 1.897 0.301 1.771 -0.02
C 12.3524 7.6746 17.7434 -0.786 -1.880 -1.175 -0.46
O 11.5341 7.6430 18.6585 2.402 0.664 -2.388 0.12
O 13.5323 6.9507 17.7600 -0.921 0.325 2.409 -0.04
C 14.5204 6.7842 16.7384 -1.480 2.244 -1.451 -0.04
H 9.8275 8.8506 14.0198 -0.668 0.159 1.076 0.08
H 11.2374 8.0584 13.8848 0.647 -0.322 0.553 0.07
H 11.2604 9.7536 14.2676 0.194 0.062 0.161 0.07
H 10.2887 7.6218 16.2421 -0.663 0.128 -0.056 0.12
H 10.3874 9.3168 16.6196 0.520 0.203 0.117 0.13
H 15.4048 6.1851 16.9553 -0.822 -0.445 0.717 0.10
H 14.8899 7.7850 16.5149 0.252 0.055 -0.162 0.09
H 13.9291 6.5030 15.8669 0.703 -0.566 -0.296 0.09
C 17.0058 11.6756 -9.6923 -0.102 -1.459 0.265 -0.05
C 17.7493 10.6940 -8.7887 0.344 0.626 0.170 -0.22
O 17.5337 10.9825 -7.4241 -0.516 0.199 2.519 0.00
C 16.5056 10.4859 -6.7154 -1.861 -0.053 -1.052 -0.46
O 15.5625 9.8247 -7.2081 2.893 1.826 2.207 0.08
O 16.6622 10.9822 -5.4105 1.010 -0.957 -2.722 -0.02
C 15.6190 10.8060 -4.5227 -2.517 -0.563 0.474 -0.10
H 17.2890 12.7081 -9.4880 0.026 -0.168 0.001 0.08
H 15.9367 11.5169 -9.5514 -0.040 0.248 -0.282 0.08
H 17.3213 11.3599 -10.6867 -0.329 0.440 -0.306 0.08
H 18.8051 10.9468 -8.8857 0.142 -0.529 -0.144 0.12
H 17.5832 9.6216 -8.8921 -0.214 0.162 -0.749 0.13
H 15.8981 10.7783 -3.4694 0.702 0.147 -0.326 0.10
H 15.0399 9.9040 -4.7201 0.308 -0.338 -0.104 0.09
H 14.8648 11.5826 -4.6496 0.156 0.418 0.051 0.10
C -1.9156 7.8002 -0.5105 0.587 1.532 0.588 -0.04
C -2.1480 6.9443 0.6806 -0.711 -1.476 -0.349 -0.30
O -1.0945 5.9902 0.5406 0.073 -0.533 0.945 0.13
C -0.0649 6.5524 -0.1302 3.747 -1.538 -0.329 -0.51
O 1.0852 6.0843 -0.2815 -4.651 1.666 0.703 0.12
O -0.4777 7.7369 -0.5805 0.026 0.840 -1.171 0.07
F -3.3385 6.2954 0.5739 -0.148 -0.382 -0.129 0.06
H -2.2161 8.8210 -0.2743 0.219 0.084 -0.352 0.14
H -2.4026 7.4769 -1.4305 0.145 -0.346 0.149 0.15
H -2.2033 7.4037 1.6675 0.714 0.154 -0.054 0.18
```
Forces are in eV/Å.

LUMO	0.320	eV
SMILES	O=C1OC[C@@H](F)O1.CCOC(=O)OC.CCOC(=O)OC.CCOC(=O)OC.CCOC(=O)OC.CCOC(=O)OC.CCOC(=O)OC.CCOC(=O)OC.O=C1OCCO1
ΔE to the lowest compared entry with this formula, charge and spin	5.477	eV

***

Entry from the OMol25 dataset: a structure of composition C34H64BBr25I2N2O5P (ωB97M-V with the def2-TZVPD basis set).

```
134
Properties=species:S:1:pos:R:3:forces:R:3:lowdin_charge:R:1
C 3.0537 -0.6604 -2.0776 -0.407 0.628 0.503 -0.03
O 2.7145 -1.1774 -3.3989 -1.269 -0.864 1.328 0.04
B 1.6509 -2.0710 -3.3300 2.137 -1.497 -1.294 -0.64
O 1.8497 -3.3702 -3.8236 -0.692 1.319 1.327 0.13
N 0.2933 -1.7019 -2.8044 1.516 0.533 -0.800 0.16
C -0.1631 -0.3967 -3.0568 -4.279 -1.147 2.245 -0.18
O 0.4436 0.6364 -3.6839 0.026 -1.149 0.146 0.12
C -1.4743 -0.3955 -2.4465 1.977 1.422 -1.083 -0.07
C -2.3652 0.8598 -2.4517 -0.005 -0.213 -0.411 -0.16
C -3.7554 0.6768 -3.1826 -0.534 0.739 1.508 -0.63
C -4.9560 0.8221 -2.1510 0.033 0.173 -0.770 -0.14
Br -3.9546 2.2376 -4.4227 0.150 -0.741 0.082 0.69
N -1.6691 -1.6538 -1.9010 0.592 -0.048 0.184 -0.04
C -2.8519 -2.1007 -1.1931 -1.000 -0.711 -0.372 -0.77
I -3.1731 -1.4444 0.8242 0.491 -0.163 -1.017 0.89
C -3.6946 -2.9286 -1.8726 0.315 0.112 0.271 -0.73
C -3.4977 -3.3781 -3.3474 -0.504 0.308 0.044 -0.12
I -5.4519 -3.7018 -0.8799 0.887 0.388 -0.733 0.86
C -0.5810 -2.4801 -2.0962 -1.781 2.263 -0.425 -0.23
P -0.2020 -4.2528 -1.5653 1.951 -1.732 0.604 0.98
O -1.2888 -5.3276 -2.2316 -0.039 1.514 1.280 -0.27
O -0.4591 -4.2804 0.0978 -1.424 0.896 -2.280 -0.27
H 2.3235 -1.0431 -1.3184 0.634 0.299 -0.416 0.10
H 4.0667 -1.0152 -1.7785 -0.728 0.367 -0.385 0.07
H 2.9649 0.4532 -2.0793 0.317 -0.904 -0.070 0.11
H 2.5040 -3.8057 -3.2419 -0.036 -0.153 -0.764 0.07
H 0.0656 0.7789 -4.5715 0.132 -0.104 0.345 0.16
H -2.5144 1.3146 -1.4352 0.154 -0.707 -0.766 0.07
H -1.7968 1.6376 -3.0273 -0.245 -0.872 0.646 0.08
H -3.8227 -0.2677 -3.7645 0.063 0.886 0.176 0.08
H -4.6880 1.5307 -1.3239 -0.083 -0.841 -0.650 0.06
H -5.8257 1.3034 -2.6693 0.649 -0.765 0.455 0.06
H -5.2540 -0.1878 -1.7767 0.237 0.842 -0.048 0.06
H -3.7929 -2.5423 -4.0397 0.099 -0.722 0.667 0.09
H -2.4541 -3.6580 -3.6123 -0.752 0.161 0.425 0.07
H -4.1734 -4.2431 -3.5457 0.641 0.712 0.048 0.07
H -2.0480 -5.4929 -1.6370 0.145 0.006 -0.422 0.07
H -1.3461 -3.8851 0.2500 0.452 -0.234 0.671 0.01
Br 5.8277 -3.3788 -0.6400 0.004 -0.065 -0.032 0.62
C 6.5456 -3.3964 -2.4516 -0.018 0.231 0.108 -0.68
C 5.4577 -3.6280 -3.4663 0.189 -0.182 -0.209 -0.66
Br 4.9174 -5.5033 -3.5199 -0.182 0.141 0.080 0.67
H 7.3275 -4.1535 -2.4757 -0.146 0.063 -0.030 -0.04
H 6.9947 -2.4132 -2.5895 -0.059 -0.043 -0.060 0.07
H 5.8160 -3.4085 -4.4714 0.013 0.008 0.072 0.07
H 4.5610 -3.0450 -3.2714 0.133 0.046 -0.026 0.01
Br -0.6942 5.1757 -2.3556 -0.012 -0.108 -0.097 0.65
C -2.6132 5.3982 -2.6162 0.066 0.206 -0.037 -0.69
C -3.3052 5.8162 -1.3453 -0.201 -0.247 0.040 -0.70
Br -3.5219 4.3107 -0.1210 -0.029 0.011 -0.073 0.68
H -2.9866 4.4593 -3.0169 -0.004 0.076 0.107 -0.03
H -2.7059 6.1755 -3.3742 -0.037 0.004 0.088 0.04
H -4.3163 6.1551 -1.5571 0.077 -0.056 0.004 -0.01
H -2.7742 6.5931 -0.7999 -0.009 -0.062 -0.069 0.06
Br 0.1474 3.9872 3.8707 0.048 -0.071 0.004 0.63
C 0.8444 3.9439 2.0528 -0.059 0.114 0.256 -0.68
C -0.2565 3.7067 1.0526 0.329 -0.045 -0.119 -0.73
Br -0.8045 1.8353 1.0267 -0.081 -0.043 0.019 0.58
H 1.6206 3.1824 2.0269 -0.088 0.029 -0.051 0.05
H 1.2970 4.9229 1.8987 -0.073 -0.043 -0.074 0.06
H 0.0906 3.9121 0.0422 -0.023 -0.010 0.070 -0.01
H -1.1479 4.2943 1.2505 0.088 -0.074 0.050 -0.01
Br -2.7507 0.9050 6.3914 0.200 0.080 -0.050 0.59
C -1.0294 1.5566 7.0363 -0.078 -0.235 0.074 -0.71
C -1.1943 2.4658 8.2245 0.176 0.234 0.045 -0.70
Br -1.8078 4.2330 7.6810 -0.026 -0.061 0.012 0.60
H -0.5370 2.0380 6.1939 -0.051 0.049 0.090 0.00
H -0.4738 0.6609 7.3143 -0.020 0.069 0.088 0.03
H -0.2358 2.6348 8.7125 0.012 -0.070 -0.072 0.01
H -1.9083 2.0918 8.9547 0.020 -0.027 -0.123 0.05
Br -6.3440 3.1803 -8.7362 0.078 -0.011 0.104 0.61
C -4.3975 3.1467 -8.7517 -0.234 0.159 -0.175 -0.70
C -3.8744 1.8507 -9.3146 0.255 -0.065 0.124 -0.69
Br -4.0233 0.4040 -8.0181 -0.040 -0.054 -0.079 0.57
H -4.0693 3.3331 -7.7316 0.022 -0.101 -0.078 0.03
H -4.1035 3.9845 -9.3830 0.035 -0.091 -0.003 0.06
H -2.8098 1.9294 -9.5321 -0.061 0.045 0.020 0.06
H -4.4000 1.5282 -10.2101 -0.028 0.077 0.096 0.05
Br -9.0047 -4.9174 -3.1285 0.107 -0.007 0.069 0.59
C -8.9862 -6.4047 -1.8706 -0.140 0.012 -0.275 -0.70
C -9.9427 -6.1722 -0.7295 0.113 -0.099 0.229 -0.69
Br -9.2174 -4.9005 0.5556 0.014 0.060 -0.056 0.59
H -7.9560 -6.5318 -1.5459 -0.105 0.011 0.059 0.04
H -9.2893 -7.2737 -2.4533 -0.025 0.033 0.077 0.06
H -10.0956 -7.0913 -0.1649 0.044 0.027 -0.063 0.06
H -10.9065 -5.7834 -1.0492 0.115 -0.005 -0.053 0.05
Br 2.5230 3.3453 7.5509 0.039 -0.015 0.041 0.63
C 3.6651 1.7660 7.5217 -0.183 0.051 -0.191 -0.75
C 2.8485 0.5025 7.4482 0.092 -0.195 0.158 -0.68
Br 2.0566 0.0644 9.1739 -0.106 0.038 -0.082 0.63
H 4.2995 1.8178 8.4024 -0.060 -0.082 -0.070 0.02
H 4.2805 1.8758 6.6307 -0.033 -0.062 0.057 0.02
H 3.4823 -0.3489 7.2017 0.028 0.090 0.015 0.05
H 2.0318 0.5619 6.7317 0.079 0.077 0.029 0.04
Br 7.2544 0.0392 7.3380 -0.124 0.026 -0.070 0.62
C 7.9952 1.4927 6.2700 0.127 -0.288 0.074 -0.72
C 8.1969 2.7336 7.0977 -0.068 0.255 -0.126 -0.68
Br 6.5078 3.6470 7.4210 0.129 0.079 0.061 0.68
H 7.3208 1.6428 5.4294 0.019 0.088 0.102 0.05
H 8.9512 1.1190 5.9033 -0.178 0.109 0.176 -0.04
H 8.8143 3.4545 6.5630 -0.010 -0.106 -0.031 0.05
H 8.6404 2.5337 8.0703 -0.040 -0.080 -0.095 0.06
Br 11.3519 1.7426 1.1815 0.062 -0.028 0.073 0.61
C 11.3742 0.2953 2.4837 -0.112 0.030 -0.302 -0.70
C 10.4454 0.5797 3.6350 0.095 -0.100 0.278 -0.69
Br 11.2172 1.8786 4.8667 0.132 0.085 -0.149 0.67
H 12.4085 0.1609 2.7913 -0.106 0.031 0.061 0.05
H 11.0447 -0.5863 1.9351 -0.025 0.026 0.092 0.06
H 10.2881 -0.3189 4.2318 0.046 0.004 -0.075 0.06
H 9.4819 0.9749 3.3205 0.111 -0.014 -0.077 0.05
Br 9.2761 -6.1637 -5.6949 0.054 -0.001 0.072 0.60
C 9.3120 -7.6325 -4.4157 -0.099 0.018 -0.258 -0.69
C 8.3738 -7.3779 -3.2657 0.094 -0.137 0.219 -0.68
Br 9.1229 -6.0881 -2.0120 -0.028 -0.025 -0.015 0.65
H 10.3466 -7.7581 -4.1054 -0.100 0.036 0.042 0.05
H 8.9970 -8.5095 -4.9800 -0.030 0.035 0.078 0.06
H 8.2243 -8.2862 -2.6829 0.050 0.027 -0.056 0.06
H 7.4075 -6.9903 -3.5791 0.107 -0.015 -0.042 -0.01
Br -4.6763 8.6061 -2.7241 -0.051 0.117 -0.124 0.68
C -6.5931 8.8144 -3.0065 0.092 0.200 -0.135 -0.67
C -7.2885 9.2314 -1.7377 -0.237 -0.168 0.117 -0.69
Br -7.4907 7.7271 -0.5171 0.103 0.059 -0.002 0.61
H -6.9594 7.8718 -3.4060 -0.007 0.059 0.106 0.05
H -6.6862 9.5874 -3.7685 -0.002 -0.010 0.077 0.06
H -8.3035 9.5658 -1.9493 0.072 -0.021 -0.063 0.06
H -6.7594 10.0113 -1.1954 0.018 -0.065 -0.099 0.05
Br -4.9648 -0.8658 4.4723 -0.147 -0.067 -0.186 0.55
C -6.0722 -2.0238 5.5795 -0.004 0.181 0.042 -0.67
C -5.2302 -2.9883 6.3726 -0.060 -0.259 0.010 -0.69
Br -4.5830 -4.4477 5.2556 0.060 0.074 0.014 0.60
H -6.7795 -2.5160 4.9162 0.093 -0.039 0.073 0.05
H -6.6125 -1.3498 6.2434 0.074 -0.036 0.000 0.06
H -5.8250 -3.4669 7.1497 -0.019 0.065 -0.061 0.06
H -4.3567 -2.5231 6.8241 -0.082 0.042 -0.084 0.05
```
Forces are in eV/Å.

LUMO	-3.493	eV
charge	+1

***

| no. | frontier orbital gap (eV) |
| --- | --- |
| 1 | 10.91 |
| 2 | 7.51 |